Record 1
Computed, not measured: a structure of composition C26H34Br57O, with ωB97M-V/def2-TZVPD.

Properties
**Charge**: -1
**Kohn-Sham gap**: 0.0885 Ha
**Lowest unoccupied orbital energy**: 0.026 hartree
**Multiplicity**: 1
**HOMO energy**: -1.70 eV

Positions of all 118 atoms, in Å:
C (-1.35611, 0.99276, -2.02686)
C (0.06618, 0.73315, -2.55279)
C (1.08121, 1.51028, -1.69827)
C (2.49732, 1.21142, -2.17168)
C (3.54645, 2.04716, -1.43689)
C (3.76505, 3.47427, -2.01920)
O (2.84109, 3.79732, -3.04896)
C (2.21810, 5.04805, -2.88857)
H (-1.54496, 0.42279, -1.11251)
H (-1.40773, 2.05242, -1.75332)
H (-2.13540, 0.81104, -2.77704)
H (0.12719, 1.08847, -3.60052)
H (0.28277, -0.34205, -2.52185)
H (0.86608, 2.56651, -1.91474)
H (2.67428, 0.16990, -1.88965)
H (2.65307, 1.27001, -3.26358)
H (4.52634, 1.55088, -1.47475)
H (3.26311, 2.09946, -0.38032)
H (3.72761, 4.21025, -1.21400)
H (4.77711, 3.50648, -2.44899)
H (2.92859, 5.88378, -2.87337)
H (1.58445, 5.06422, -1.99185)
H (1.55594, 5.19232, -3.75104)
C (-1.16540, -3.70879, -4.34250)
Br (-1.33776, -5.10199, -5.66511)
Br (0.62296, -3.01270, -4.29439)
Br (-2.45831, -2.31022, -4.58860)
H (-1.35796, -4.15881, -3.38016)
C (2.77246, 6.82456, 1.31727)
Br (4.14185, 7.03783, 2.65526)
Br (3.28331, 7.64457, -0.35054)
Br (2.25176, 4.99208, 1.06636)
H (1.90187, 7.35220, 1.67588)
C (3.84278, 0.46000, -6.88819)
Br (2.93142, 1.90944, -7.77783)
Br (5.35569, 1.09334, -5.87655)
Br (2.63947, -0.55731, -5.79403)
H (4.22095, -0.19408, -7.65684)
C (-1.92564, 1.19119, 2.29138)
Br (-2.74512, 2.76388, 1.53484)
Br (-2.84394, -0.41814, 1.76903)
Br (-0.05957, 1.08665, 1.87232)
H (-2.02138, 1.26935, 3.36352)
C (1.42244, -0.04346, 6.03567)
Br (2.45161, -0.08449, 4.41462)
Br (2.13381, 1.20227, 7.31658)
Br (-0.44707, 0.30103, 5.70179)
H (1.48219, -1.02497, 6.47771)
C (5.42641, 6.43564, -6.53449)
Br (4.16039, 7.84641, -6.88354)
Br (6.93656, 6.55418, -7.72572)
Br (5.97413, 6.42176, -4.69734)
H (4.93183, 5.49735, -6.73405)
C (1.34140, -2.49765, 0.55232)
Br (2.79505, -1.93425, -0.56765)
Br (-0.15558, -3.18014, -0.45211)
Br (1.92537, -3.79493, 1.86777)
H (0.99586, -1.62400, 1.08821)
C (-4.60816, -3.56912, 4.04599)
Br (-3.06991, -2.65735, 4.73702)
Br (-4.39168, -4.02650, 2.18979)
Br (-5.11053, -5.08331, 5.11852)
H (-5.42895, -2.87325, 4.10648)
C (1.18492, -8.22840, -3.89855)
Br (2.35253, -8.90202, -5.27872)
Br (1.12708, -9.41738, -2.38990)
Br (1.65250, -6.43765, -3.38381)
H (0.18824, -8.19720, -4.31388)
C (-1.79856, -12.03200, -3.78641)
Br (-2.12231, -10.14666, -3.98335)
Br (-0.11800, -12.55243, -4.56694)
Br (-1.92616, -12.58095, -1.94886)
H (-2.57500, -12.54924, -4.32886)
C (0.94638, -7.42771, -8.56225)
Br (1.89928, -7.68964, -10.21672)
Br (1.73714, -6.05027, -7.48915)
Br (-0.92815, -7.10033, -8.86641)
H (1.02089, -8.34831, -8.00279)
C (0.75568, 4.67052, 9.49433)
Br (2.24109, 5.32655, 8.46236)
Br (-0.60859, 3.93511, 8.36318)
Br (1.33073, 3.41100, 10.83363)
H (0.32269, 5.51207, 10.01181)
C (-7.52482, -0.60677, 4.80969)
Br (-6.00122, -0.21878, 3.69506)
Br (-9.06031, -1.11912, 3.76815)
Br (-7.11554, -1.92114, 6.16082)
H (-7.77958, 0.30530, 5.32849)
C (-0.24889, 9.31115, -2.95454)
Br (1.06818, 9.05649, -4.33625)
Br (-0.10244, 8.01407, -1.54480)
Br (-0.19813, 11.11296, -2.26964)
H (-1.21693, 9.17097, -3.40782)
C (-9.33539, 1.32819, 8.67700)
Br (-7.91522, 1.21840, 9.96913)
Br (-8.71020, 2.04923, 7.00342)
Br (-10.20816, -0.36761, 8.42909)
H (-10.07113, 2.01573, 9.06237)
C (-4.39053, 5.96461, 8.34229)
Br (-3.04948, 7.03548, 9.21501)
Br (-3.89265, 5.55504, 6.53030)
Br (-4.78073, 4.36929, 9.34685)
H (-5.29443, 6.55100, 8.30578)
C (1.41697, 9.65441, 4.51341)
Br (2.89113, 10.33572, 3.48332)
Br (0.07635, 8.84952, 3.38701)
Br (2.00657, 8.44005, 5.88349)
H (0.95443, 10.49403, 5.00641)
C (7.22479, -2.15015, -0.00008)
Br (6.33970, -0.62514, -0.77124)
Br (8.77448, -1.63396, 1.02652)
Br (6.00076, -3.20572, 1.04031)
H (7.57301, -2.76809, -0.81206)
C (-3.90355, -16.35115, -2.51564)
Br (-4.67705, -14.76128, -3.27582)
Br (-4.85541, -17.93063, -3.06787)
Br (-2.02511, -16.48170, -2.91014)
H (-4.00415, -16.27459, -1.44468)

Force components x, y, z for each atom (eV/Å):
C 0.33 0.23 -0.20
C 0.04 0.63 0.77
C 0.08 -0.34 -0.39
C -0.36 -0.09 0.81
C 0.24 0.27 -0.44
C 0.16 -0.59 0.09
O 0.13 0.32 -0.01
C -0.37 -0.25 -0.31
H -0.08 -0.05 -0.11
H -0.12 -0.04 0.01
H -0.05 -0.21 0.13
H -0.11 -0.33 -0.23
H 0.02 -0.05 -0.20
H 0.00 0.20 0.20
H 0.25 0.01 -0.35
H 0.06 0.17 -0.11
H 0.00 -0.02 0.00
H -0.12 0.02 -0.08
H -0.06 0.13 -0.09
H -0.09 0.19 -0.04
H 0.07 -0.04 0.13
H 0.17 0.09 0.05
H 0.12 -0.06 0.09
C 0.06 0.08 0.06
Br -0.14 0.00 0.01
Br 0.02 0.01 -0.01
Br 0.04 -0.04 0.00
H 0.01 -0.04 0.06
C -0.08 -0.08 -0.08
Br 0.07 -0.23 -0.03
Br 0.24 0.03 0.12
Br -0.04 -0.04 0.09
H -0.01 0.10 0.03
C -0.04 0.02 0.16
Br 0.04 -0.01 0.02
Br -0.03 0.02 -0.02
Br -0.02 0.05 -0.08
H 0.04 -0.02 -0.06
C 0.12 -0.02 0.23
Br -0.02 -0.03 0.00
Br -0.11 -0.02 -0.12
Br -0.06 0.13 -0.41
H -0.11 0.04 0.07
C 0.04 0.01 -0.15
Br 0.00 0.01 0.12
Br 0.04 0.03 0.01
Br -0.04 -0.03 0.03
H -0.02 -0.06 0.04
C 0.02 0.06 0.05
Br -0.01 -0.03 -0.01
Br -0.01 -0.02 0.00
Br -0.02 -0.02 0.03
H -0.05 -0.05 -0.01
C 0.15 0.01 -0.06
Br -0.28 -0.24 0.12
Br 0.00 0.06 0.02
Br -0.02 0.01 0.05
H -0.07 0.05 0.00
C 0.01 0.08 -0.06
Br 0.07 -0.12 0.14
Br 0.02 -0.01 0.06
Br 0.07 -0.10 0.00
H -0.06 0.03 -0.04
C 0.02 0.10 0.06
Br 0.01 -0.15 0.08
Br 0.12 0.00 0.08
Br -0.02 -0.10 -0.02
H -0.04 0.01 -0.05
C 0.10 -0.01 0.02
Br -0.15 0.00 -0.09
Br -0.04 0.01 0.01
Br 0.11 0.12 0.07
H -0.05 -0.04 -0.02
C 0.06 0.06 0.07
Br -0.04 0.00 0.02
Br 0.04 0.10 -0.17
Br 0.02 -0.01 0.00
H 0.00 -0.06 0.02
C -0.05 -0.04 -0.08
Br 0.03 -0.01 0.00
Br -0.03 -0.03 -0.01
Br 0.00 0.00 -0.03
H 0.00 0.06 0.04
C 0.07 0.07 -0.06
Br -0.06 -0.04 0.02
Br 0.04 -0.01 0.04
Br -0.01 0.08 -0.05
H -0.01 -0.10 -0.02
C 0.00 -0.01 0.05
Br 0.02 -0.09 0.11
Br -0.10 0.01 -0.15
Br 0.00 -0.01 0.01
H -0.05 0.03 -0.06
C 0.06 -0.12 -0.02
Br -0.02 -0.01 -0.04
Br -0.04 0.15 0.10
Br 0.03 0.04 0.00
H -0.04 0.06 0.02
C 0.13 -0.12 -0.05
Br -0.01 0.04 0.02
Br -0.01 0.00 0.04
Br -0.01 0.02 -0.03
H -0.05 0.04 0.01
C 0.08 -0.06 -0.04
Br -0.11 0.15 0.02
Br 0.03 0.00 0.01
Br -0.04 -0.01 0.01
H -0.05 0.05 0.03
C -0.14 0.10 0.00
Br 0.03 -0.02 0.04
Br -0.02 -0.01 -0.02
Br 0.08 -0.03 0.04
H 0.04 -0.04 -0.04
C 0.08 0.00 -0.10
Br -0.09 -0.06 -0.05
Br 0.01 0.03 0.01
Br -0.05 0.00 -0.01
H -0.01 0.01 0.06

=====

Record 2
Computed, not measured: a structure of composition C26H34BrGeMnN6O6 in a non-equilibrium geometry, with ωB97M-V/def2-TZVPD.

Properties
**⟨S²⟩**: 0.7951
**Charge**: +1
**Kohn-Sham gap (spin up / spin down)**: 0.2673 / 0.2662 Ha
**Lowest unoccupied orbital energy (spin up / spin down)**: -0.143 / -0.143 hartree
**Multiplicity**: 2
**HOMO energy (spin up / spin down)**: -11.17 / -11.15 eV

Positions of all 75 atoms, in Å:
Mn (-0.84564, -0.93655, -0.68517)
C (-3.12073, 1.13445, -1.01696)
N (-2.48515, 0.04960, -1.84508)
C (-2.03251, 0.63187, -3.17972)
C (-3.54677, -1.00274, -2.08882)
C (-3.49678, -2.05719, -0.98387)
N (-2.14746, -2.59451, -0.76756)
C (-2.16989, -3.34627, 0.54431)
C (-1.72759, -3.58094, -1.82098)
H (-3.83924, 1.69930, -1.62043)
H (-2.36757, 1.80278, -0.68699)
H (-3.63365, 0.74415, -0.16171)
H (-2.81958, 0.76687, -3.89615)
H (-1.20260, 0.05817, -3.55414)
H (-1.61033, 1.59959, -2.92130)
H (-3.31564, -1.42208, -3.08420)
H (-4.56140, -0.70402, -2.15064)
H (-4.23181, -2.86984, -1.20357)
H (-3.88246, -1.62218, -0.11211)
H (-2.84759, -4.21081, 0.38982)
H (-2.60037, -2.67545, 1.27332)
H (-1.17534, -3.63216, 0.84002)
H (-2.42860, -4.39061, -1.87410)
H (-0.72161, -3.94802, -1.53664)
H (-1.69918, -3.02627, -2.75630)
N (2.64013, 1.01058, 3.79773)
C (2.27466, 0.95129, 2.68735)
N (2.03627, 0.90480, 1.33601)
C (0.82393, 0.84568, 0.95021)
N (0.46379, 0.68508, -0.33444)
Br (3.49670, -2.04241, 1.88350)
C (3.73715, -2.40166, 0.01346)
C (5.10044, -2.55162, -0.24291)
C (5.48307, -3.05349, -1.45672)
C (4.52612, -3.43457, -2.38872)
C (3.18622, -3.14745, -2.18567)
C (2.72983, -2.60295, -0.96213)
C (1.30411, -2.05954, -0.82224)
O (0.69468, -1.72737, -1.89450)
O (0.72381, -1.89110, 0.24314)
H (5.81493, -2.35215, 0.56854)
H (6.52821, -3.24833, -1.64644)
H (4.79066, -3.94902, -3.31418)
H (2.46231, -3.41633, -2.95147)
O (-0.20780, 1.06303, 1.84445)
C (-1.45389, 0.45845, 1.85655)
O (-1.81175, -0.36192, 1.05417)
C (-2.19505, 1.00840, 3.07836)
C (-3.42539, 0.50981, 3.42908)
C (-4.13800, 1.07584, 4.56861)
C (-3.50948, 2.11954, 5.30078)
C (-2.20315, 2.41485, 5.03561)
C (-1.54207, 1.91487, 3.95039)
N (-1.45556, 3.48082, 5.86046)
O (-0.29614, 3.71160, 5.50884)
O (-2.06979, 4.06282, 6.71960)
H (-3.93886, -0.20086, 2.85668)
H (-5.12119, 0.59103, 4.90100)
H (-4.06055, 2.55494, 6.13393)
H (-0.57945, 2.27834, 3.75752)
C (2.78511, 3.71658, 0.14193)
Ge (2.68938, 2.50062, -1.37860)
C (2.35197, 3.39341, -3.09518)
C (4.35834, 1.59987, -1.71217)
C (1.17519, 1.19669, -1.33336)
H (2.96144, 4.69197, -0.23730)
H (3.64259, 3.51526, 0.76519)
H (1.89232, 3.72669, 0.78901)
H (3.01969, 4.18568, -3.18239)
H (1.23186, 3.74116, -3.31201)
H (2.62356, 2.76976, -3.94158)
H (4.55941, 1.72355, -2.79721)
H (4.44327, 0.56278, -1.48287)
H (5.18174, 2.16652, -1.16998)
H (0.78471, 0.84133, -2.29107)

Force components x, y, z for each atom (eV/Å):
Mn 0.17 -0.09 0.19
C -0.13 -0.42 -1.47
N -1.19 0.10 -0.16
C 0.50 0.25 2.19
C 2.23 -1.28 -0.45
C -0.19 -0.97 -2.05
N 0.53 -0.74 0.69
C -0.91 0.33 -1.19
C 0.52 1.37 0.66
H 0.01 -0.07 0.00
H 0.81 0.71 0.35
H -0.21 -0.45 0.37
H -0.50 -0.09 -0.27
H 0.03 -0.59 -0.38
H -0.04 0.28 -0.20
H -0.04 -0.15 0.50
H -0.94 1.20 -0.04
H 0.51 0.31 -0.12
H -0.11 0.71 1.58
H 0.48 0.23 0.39
H -0.01 -0.03 0.38
H 0.30 -0.20 -0.01
H -0.44 -0.55 -0.04
H -0.63 0.21 -0.40
H 0.25 -0.34 -0.17
N -0.90 -0.13 -2.09
C 0.84 0.32 0.94
N -0.51 -0.26 1.06
C 0.69 0.78 1.64
N 0.35 0.33 -3.64
Br -0.67 0.11 -0.36
C -0.15 0.09 0.55
C -0.37 -0.02 0.41
C 0.35 -0.58 -0.50
C -0.36 0.01 -0.55
C -0.45 0.02 0.56
C 0.55 0.62 0.38
C 1.66 -0.98 -2.49
O -0.30 0.13 -0.12
O -1.00 0.21 2.26
H -0.35 -0.08 -0.61
H 0.09 0.05 -0.08
H 0.15 0.27 0.29
H 0.06 0.25 0.13
O -0.39 -0.66 -0.32
C 1.02 1.53 1.75
O -0.53 -0.03 -0.08
C 1.27 -0.38 -0.26
C -1.63 1.91 2.46
C 0.89 -0.78 -0.74
C -1.97 -1.83 0.40
C 0.83 1.21 0.09
C -0.98 -0.62 -0.74
N 0.66 -0.06 -1.26
O -1.44 -0.39 0.63
O 0.05 -0.38 -0.08
H -0.42 -1.08 -0.80
H 1.53 1.17 -0.66
H 0.39 0.08 -0.16
H 1.23 0.27 -0.22
C -0.67 -0.64 0.44
Ge -0.04 0.20 -0.22
C -3.44 -0.67 -0.40
C 1.52 1.26 -0.36
C -1.40 -0.94 1.84
H -0.12 1.05 -0.45
H 0.23 -0.47 0.21
H 0.32 0.06 -0.37
H 0.91 1.87 0.03
H 2.47 -0.50 0.66
H -0.10 -0.54 0.05
H -0.06 -0.14 0.61
H -0.07 -0.76 0.37
H -0.98 -0.75 -0.55
H 0.22 0.13 0.01

=====

Record 3
Computed, not measured: a structure of composition C26H34CrN10O6P in a non-equilibrium geometry, with ωB97M-V/def2-TZVPD.

Properties
**⟨S²⟩**: 6.0159
**Charge**: +3
**Kohn-Sham gap (spin up / spin down)**: 0.2723 / 0.2771 Ha
**Lowest unoccupied orbital energy (spin up / spin down)**: -0.303 / -0.314 hartree
**Multiplicity**: 5
**HOMO energy (spin up / spin down)**: -15.67 / -16.07 eV

Positions of all 78 atoms, in Å:
Cr (-0.89327, 0.15036, 0.30992)
C (0.59113, 3.29106, 3.06260)
O (-0.11281, 3.82830, 1.90681)
C (-0.46777, 2.79807, 1.17674)
N (-0.21624, 1.61033, 1.61842)
C (0.36567, 1.75974, 2.96014)
C (1.63457, 0.98140, 3.20464)
C (2.00106, 0.70794, 4.52007)
C (3.20398, 0.07442, 4.79241)
C (4.04760, -0.29364, 3.75241)
C (3.67926, -0.03192, 2.44147)
C (2.47763, 0.60813, 2.16149)
C (-1.18214, 2.94973, -0.09359)
C (-1.75648, 4.09877, -0.61268)
C (-2.51984, 3.98496, -1.77311)
C (-2.70689, 2.73803, -2.36026)
C (-2.08782, 1.64231, -1.77995)
N (-1.31798, 1.75984, -0.68978)
C (-2.13250, 0.24283, -2.19419)
N (-1.51899, -0.64000, -1.47229)
C (-1.41918, -1.84289, -2.31757)
C (-2.55268, -1.60194, -3.32710)
O (-2.67518, -0.15109, -3.32436)
C (-1.46994, -3.17732, -1.62955)
C (-0.94484, -4.28136, -2.29754)
C (-1.00720, -5.54150, -1.72484)
C (-1.59180, -5.70628, -0.47577)
C (-2.12060, -4.61133, 0.19103)
C (-2.06295, -3.34829, -0.38519)
H (0.18387, 3.74176, 3.96269)
H (1.64298, 3.55599, 2.96395)
H (-0.39079, 1.42995, 3.67863)
H (1.34714, 0.99728, 5.33558)
H (3.48353, -0.13473, 5.81628)
H (4.99534, -0.77055, 3.96260)
H (4.33999, -0.31319, 1.63093)
H (2.20526, 0.84731, 1.13779)
H (-1.64742, 5.04330, -0.09534)
H (-2.99557, 4.86080, -2.19386)
H (-3.34413, 2.61121, -3.22555)
H (-0.45160, -1.75565, -2.82933)
H (-3.49817, -2.02655, -2.98475)
H (-2.34559, -1.93662, -4.33805)
H (-0.50287, -4.15374, -3.28044)
H (-0.60656, -6.39846, -2.24940)
H (-1.65161, -6.69119, -0.03258)
H (-2.60187, -4.75048, 1.15120)
H (-2.51241, -2.49184, 0.10394)
N (0.08141, -1.66579, 1.68468)
N (-0.80876, -2.12206, 2.66570)
C (-2.07492, -1.65988, 2.69997)
N (-2.93196, -2.15332, 3.57188)
N (-2.31726, -0.70589, 1.79512)
N (-3.54140, -0.10273, 1.66784)
O (-4.48667, -0.40139, 2.36898)
O (-3.57066, 0.75654, 0.79108)
H (0.35707, -2.45146, 1.10167)
H (0.90636, -1.27300, 2.13379)
H (-0.51512, -2.84357, 3.30430)
H (-2.69726, -2.90181, 4.20541)
H (-3.87145, -1.78624, 3.59016)
N (3.72045, -0.86393, -2.66312)
C (3.26080, 0.39069, -3.33833)
P (2.24695, 1.31820, -2.07015)
O (3.17212, 2.06316, -1.15845)
O (1.29279, 0.30411, -1.52850)
C (1.48266, 2.73381, -3.05006)
N (2.14441, 3.97631, -2.52987)
H (4.45530, -0.65800, -1.98269)
H (4.07761, -1.56092, -3.31838)
H (2.92123, -1.25513, -2.14627)
H (2.65122, 0.12697, -4.20073)
H (4.12230, 0.97016, -3.66337)
H (0.41132, 2.76360, -2.86499)
H (1.63975, 2.63331, -4.12155)
H (2.65552, 4.49736, -3.23998)
H (2.82518, 3.59098, -1.78348)
H (1.49769, 4.61664, -2.07536)

Force components x, y, z for each atom (eV/Å):
Cr 0.76 -1.66 1.39
C 0.17 -0.22 0.19
O -0.25 0.25 -0.27
C 0.35 -0.42 0.62
N 0.02 0.65 -0.20
C 0.06 0.09 0.27
C -0.04 -0.07 -0.05
C -0.06 -0.07 -0.04
C 0.04 -0.04 0.02
C 0.01 -0.01 0.01
C -0.03 -0.01 -0.10
C -0.07 0.11 0.00
C -0.18 -0.01 -0.38
C 0.02 0.03 0.06
C 0.06 -0.03 0.11
C -0.07 -0.12 -0.06
C 0.10 0.49 0.21
N -0.61 1.48 -0.77
C 0.30 -0.96 0.08
N -0.55 0.12 -0.54
C -0.03 -0.13 -0.26
C 0.03 -0.38 0.17
O -0.05 0.48 -0.14
C 0.04 -0.03 0.03
C 0.01 0.06 0.02
C 0.00 -0.03 0.02
C 0.00 -0.04 0.02
C 0.00 0.02 0.03
C -0.08 0.09 -0.08
H -0.08 0.03 -0.07
H -0.03 0.01 -0.05
H 0.00 0.06 0.00
H 0.01 -0.01 0.00
H 0.01 0.03 0.00
H -0.02 -0.03 0.03
H 0.02 0.03 0.02
H 0.08 -0.03 0.00
H 0.01 0.00 -0.02
H -0.02 -0.01 0.00
H 0.04 0.00 -0.02
H -0.03 -0.02 0.01
H -0.01 0.09 0.01
H 0.03 0.09 -0.01
H 0.03 -0.03 0.02
H -0.01 0.01 -0.02
H 0.01 0.00 0.00
H -0.02 0.01 -0.01
H 0.00 -0.08 0.02
N 0.04 0.08 -0.27
N -0.04 -0.01 0.08
C -0.33 0.25 -0.18
N 0.01 -0.22 0.20
N 0.16 0.24 -0.27
N -0.32 0.04 0.20
O 0.17 0.02 -0.12
O 0.09 -0.28 0.22
H -0.04 -0.05 -0.04
H 0.06 0.03 0.04
H 0.05 -0.07 0.01
H 0.12 0.04 -0.04
H -0.09 0.10 -0.06
N -0.08 -0.01 0.02
C -0.29 0.49 0.18
P 0.25 0.04 -0.01
O 0.11 0.10 -0.06
O -0.02 0.00 -0.33
C -0.03 -0.49 0.15
N 0.32 -0.26 0.45
H 0.05 0.00 0.02
H 0.05 -0.03 -0.03
H 0.00 -0.02 -0.01
H 0.03 -0.14 0.02
H 0.08 -0.12 0.01
H -0.03 0.13 0.01
H 0.02 0.11 -0.02
H 0.02 0.02 -0.06
H -0.24 0.13 -0.33
H -0.08 0.06 -0.06

=====

Table of calculated total energy (a.u.), in record order: -147804.8449, -7592.6994, -3395.1822